[1]
Molecular formula: C32H46N10ORe
Method: DFT, the ωB97M-V functional and the def2-TZVPD basis

## Properties
HOMO-LUMO gap (spin up / spin down) = 7.87 / 5.90 eV
HOMO energy (spin up / spin down) = -18.0 / -18.2 eV
2S+1 = 4
Charge = +4
<S²> = 3.787
Largest force on an atom = 1.73 eV/Å

XYZ file:
```
90
Properties=species:S:1:pos:R:3:forces:R:3
Re -0.19644 0.11705 0.19399 0.3126 -0.0909 0.9880
C -3.66749 -6.21421 0.64209 0.0206 -0.3575 -0.0243
C -2.73852 -5.05970 0.75059 0.2091 0.2670 0.0983
C -1.89247 -4.91720 1.86611 -0.1861 -0.1062 -0.1914
C -1.09201 -3.81914 2.00436 0.1105 0.2869 -0.0838
C -1.06135 -2.77405 1.03992 -0.3914 -0.6602 -0.2232
N -0.35794 -1.63090 1.27239 -0.2283 1.4327 -0.5481
C 0.63907 -1.61285 2.29796 0.3833 -0.0365 0.0636
C 0.32678 -1.53907 3.65459 -0.1488 0.0078 -0.0868
C 1.31785 -1.59232 4.61817 0.0599 0.0245 0.0438
C 2.66553 -1.71468 4.26705 -0.0872 -0.0271 -0.1526
C 3.74025 -1.80185 5.30192 0.1250 0.0596 0.0051
C 2.98312 -1.73359 2.90850 0.0581 -0.0161 0.0578
C 1.99340 -1.67977 1.94151 -0.2924 0.0759 0.1373
N 2.33565 -1.64923 0.56534 0.0634 -0.2599 0.0008
C 3.37045 -2.22241 -0.08149 -0.0588 -0.0086 -0.1592
C 3.33587 -1.79507 -1.39308 0.0132 0.0820 0.0167
C 2.24086 -0.93853 -1.47042 0.1968 -0.0974 0.0360
N 1.63668 -0.86152 -0.28055 -0.3908 0.5092 0.0397
C -1.80208 -3.00086 -0.15981 0.2098 -0.0367 0.5940
C -2.63916 -4.09871 -0.25663 -0.0998 -0.1575 -0.0160
N -1.62276 -2.20797 -1.32642 -0.0314 -0.0982 -0.1879
C -1.95761 -2.55627 -2.59042 0.0316 0.1457 -0.1020
C -1.62620 -1.52240 -3.43815 0.0750 0.0766 0.0622
C -1.06761 -0.55605 -2.61621 -0.0631 -0.1643 -0.3254
N -1.05806 -0.97842 -1.34107 0.3039 0.5858 -0.0278
H -4.09897 -6.46052 1.61228 -0.0663 0.0611 -0.0280
H -3.11456 -7.10811 0.33181 -0.0017 0.0592 -0.0308
H -4.46176 -6.05319 -0.08307 -0.0116 0.0408 0.0187
H -1.88525 -5.68495 2.62966 -0.0155 0.0196 0.0137
H -0.46661 -3.73330 2.88001 -0.0213 -0.0081 0.0158
H -0.71695 -1.49685 3.94860 0.0233 -0.0233 0.0056
H 1.04816 -1.55812 5.66635 -0.0178 -0.0202 -0.0071
H 3.33516 -2.05527 6.27838 0.0182 -0.0208 0.0058
H 4.26263 -0.84620 5.39155 -0.0289 -0.0015 0.0191
H 4.48668 -2.54460 5.02158 -0.0194 -0.0282 0.0501
H 4.02323 -1.79473 2.60928 -0.0029 0.0326 -0.0166
H 4.04099 -2.91199 0.40572 -0.0146 0.0492 0.0914
H 4.01822 -2.06310 -2.18174 -0.0211 -0.0255 0.0042
H 1.86941 -0.38560 -2.31813 -0.0247 0.0031 0.0170
H -3.22982 -4.24848 -1.14996 -0.0484 0.0259 0.0393
H -2.39649 -3.50447 -2.84738 0.0255 -0.0399 0.1568
H -1.75739 -1.49311 -4.50685 -0.0104 0.0112 0.0162
H -0.65590 0.40473 -2.88855 0.0156 0.0173 0.0910
N -4.65770 0.29716 3.26174 -0.0688 -0.0305 -0.0401
C -3.44540 0.74794 2.47580 0.3159 0.3060 -0.1750
C -2.46078 1.40093 3.44528 0.0670 -0.0694 -0.0201
C -1.34071 2.21421 2.78263 -0.4054 0.1510 -0.0411
N -0.23238 1.38505 2.22770 0.5750 -0.2062 -0.8857
C -1.89198 3.15514 1.71633 0.1612 -0.1938 -0.1004
C -2.76979 2.44100 0.69633 -0.1130 0.1703 0.4234
N -1.95065 1.54933 -0.17434 0.4259 -0.3668 -0.2656
C -3.92162 1.70557 1.38475 0.1498 -0.1315 -0.0805
H -4.42302 -0.33445 4.03219 0.0209 -0.0459 0.0044
H -5.34824 -0.17342 2.66973 -0.0054 -0.0606 -0.0048
H -5.13265 1.10721 3.67338 -0.0289 0.0188 0.0620
H -2.99747 -0.13883 2.02264 -0.1401 -0.1396 0.1013
H -2.02661 0.64955 4.11121 -0.0498 0.0299 0.0490
H -3.00437 2.11244 4.07555 0.0056 -0.0170 0.0342
H -0.91685 2.82723 3.58075 0.1024 -0.0440 -0.0306
H 0.15103 0.80531 2.97338 0.0467 -0.0685 0.0047
H 0.50145 2.05394 1.98835 0.0776 -0.0221 0.1421
H -1.06681 3.66468 1.21053 -0.0324 0.0424 0.0143
H -2.48408 3.93374 2.19899 -0.0002 0.0127 0.0075
H -3.22194 3.19884 0.05335 0.0211 -0.0561 -0.0643
H -1.33217 2.17935 -0.69923 -0.1426 0.0360 -0.0367
H -2.56943 1.13674 -0.87112 -0.0205 -0.0488 -0.0073
H -4.52167 1.16823 0.64428 -0.0678 0.0563 0.0310
H -4.55484 2.48342 1.82204 -0.0577 -0.0276 -0.0063
C 3.09929 1.83791 0.97079 -0.0115 0.1188 0.0932
N 3.00784 2.50923 -0.31328 -0.3786 -0.2436 0.0653
C 4.21264 3.24843 -0.71589 0.2208 0.1696 -0.1564
C 4.25098 3.41847 -2.21911 -0.1393 -0.0199 0.0643
C 2.94328 4.04548 -2.65007 0.3168 0.1643 -0.0533
N 1.81454 3.24503 -2.16209 -0.2717 -0.2963 0.3370
C 0.60827 3.32147 -2.97166 -0.0646 0.0870 -0.1314
C 1.85562 2.56348 -1.00657 0.8279 0.3617 -0.5607
O 0.78761 1.99037 -0.57652 -1.2429 -1.0143 0.6416
H 3.99790 1.22091 0.99490 -0.0029 -0.0068 -0.0185
H 2.24026 1.19212 1.12833 0.0928 -0.0021 0.0200
H 3.16904 2.56274 1.78753 0.0018 -0.0060 -0.0159
H 5.08140 2.69436 -0.36301 -0.0495 -0.0625 0.0190
H 4.22473 4.22317 -0.21989 -0.0298 -0.0353 0.0347
H 4.38535 2.45265 -2.71020 0.0248 -0.0033 -0.0009
H 5.08616 4.05588 -2.50237 -0.0005 0.0113 0.0088
H 2.87521 4.10439 -3.73507 -0.0694 -0.0753 0.0022
H 2.85797 5.06551 -2.26446 -0.0489 -0.0228 -0.0123
H 0.79099 2.88686 -3.95643 0.0082 -0.0150 0.0309
H 0.31904 4.36305 -3.11961 0.0117 -0.0061 0.0528
H -0.21138 2.79598 -2.49357 -0.0049 0.0123 -0.0126
```
Positions in Å, forces in eV/Å.

=====

[2]
Molecular formula: C32H46N8O6S2
Method: DFT, the ωB97M-V functional and the def2-TZVPD basis

## Properties
HOMO-LUMO gap = 9.13 eV
HOMO energy = -8.7 eV
Charge = 0
Largest force on an atom = 0.71 eV/Å

XYZ file:
```
94
Properties=species:S:1:pos:R:3:forces:R:3
C 0.11756 1.19592 1.66988 0.0252 0.0068 -0.0797
C 1.03322 0.18363 1.07019 -0.2391 -0.2615 0.0907
C 0.88282 -1.14324 1.13059 -0.2243 -0.1895 0.0085
C 1.87078 -2.14917 0.62897 0.3600 -0.0192 0.0221
H 2.51118 -1.70778 -0.13508 -0.0555 -0.0636 0.0368
H 1.35349 -3.00324 0.18825 0.0420 0.0821 -0.0597
C 2.74789 -2.64498 1.78642 -0.3588 0.4782 0.1226
H 2.19253 -3.32216 2.43658 0.1055 0.0774 -0.0485
H 3.11868 -1.79486 2.36955 -0.0676 -0.1607 -0.0578
O 3.85726 -3.39612 1.29756 0.0140 -0.3761 -0.0424
C 4.89776 -2.71346 0.83533 0.3464 -0.2366 0.0016
O 4.97502 -1.50612 0.86529 -0.0805 0.1075 -0.0095
C 5.94516 -3.63348 0.24723 0.0699 0.1570 -0.1087
C 7.30950 -2.95398 0.21541 -0.2401 -0.0893 0.1259
H 8.05074 -3.62563 -0.20901 0.0733 -0.0567 -0.0458
H 7.26458 -2.05331 -0.39196 0.0411 0.0789 -0.0550
H 7.62368 -2.67600 1.21849 0.0943 0.0623 0.0540
H 5.98011 -4.53611 0.86350 -0.0385 0.0758 -0.0216
C 5.47794 -4.01442 -1.16281 -0.0246 -0.0729 0.1850
H 4.51326 -4.51421 -1.12334 -0.0757 -0.0505 -0.0739
H 5.38820 -3.12601 -1.78476 0.0002 0.0829 -0.0846
H 6.19997 -4.68562 -1.62067 0.0460 -0.0522 -0.0672
S -0.51880 -1.83093 1.99632 0.1820 0.0520 0.1399
S -1.25300 -3.23601 0.70281 -0.1741 -0.0850 -0.0982
C -2.30944 -2.32746 -0.42406 0.2272 -0.0744 0.2811
C -1.87759 -2.10965 -1.66783 0.0507 -0.2247 0.2668
N -2.74071 -1.51522 -2.63731 0.2227 0.0184 0.2429
C -3.78800 -2.21081 -3.11936 -0.3958 0.1219 -0.5579
O -4.17756 -3.28190 -2.72783 -0.1329 -0.3423 0.0965
H -4.28030 -1.67438 -3.95991 0.0213 -0.0524 0.0635
C -2.36049 -0.21024 -3.15630 -0.0796 0.3255 0.1680
C -2.59203 0.87227 -2.13876 0.0223 0.0789 0.0250
C -1.53416 1.46380 -1.47642 -0.3727 -0.1092 -0.2215
N -1.68331 2.43277 -0.58232 0.2655 0.3966 0.1493
C -2.92062 2.84028 -0.33167 0.1530 -0.1195 -0.0923
N -4.00908 2.33396 -0.89068 -0.3753 -0.0483 -0.0819
C -3.87115 1.34764 -1.77729 0.5697 0.1499 0.0289
N -5.01714 0.88828 -2.33736 -0.1589 -0.1611 -0.1899
H -5.03449 -0.00847 -2.78926 -0.0464 0.0482 0.0427
H -5.87106 1.21256 -1.91496 -0.0155 -0.0573 0.0030
C -3.09799 3.92044 0.67797 0.0098 0.0510 0.0441
H -4.01624 4.46716 0.48656 -0.0606 0.0715 0.0183
H -3.16209 3.46017 1.66410 -0.0122 0.0358 0.0599
H -2.24034 4.58597 0.66264 0.0319 0.0748 0.0017
H -0.51760 1.14538 -1.66857 0.0722 -0.1206 -0.1019
H -2.94164 -0.01592 -4.06318 0.0842 -0.0833 -0.0088
H -1.29779 -0.22165 -3.41409 -0.0857 -0.0047 -0.1050
C -0.52379 -2.46954 -2.19272 0.0860 0.0314 -0.0251
H -0.58196 -2.67012 -3.26014 -0.0079 -0.0264 -0.0976
H -0.14311 -3.35455 -1.69256 0.0795 0.0000 -0.0178
H 0.17620 -1.64752 -2.03062 0.0704 -0.0492 -0.0251
C -3.63908 -1.92407 0.13283 -0.2199 0.3315 0.0147
C -3.49700 -0.74246 1.09229 0.5057 -0.1160 0.0661
H -2.79114 -0.00188 0.69596 -0.0580 -0.1127 0.0744
H -3.13633 -1.05778 2.07685 -0.0449 0.1150 -0.1928
O -4.77033 -0.12390 1.24564 -0.4328 -0.2187 -0.1956
C -4.78925 0.96648 2.01465 -0.1813 0.4131 0.2089
O -3.80716 1.40622 2.55759 0.1998 -0.0339 0.0942
C -6.17845 1.55722 2.14580 -0.0485 -0.1672 -0.1011
C -6.81387 1.75792 0.77211 0.0467 0.1286 0.1545
H -6.99087 0.79196 0.30437 -0.0464 -0.0934 -0.0925
H -7.76470 2.27588 0.87500 -0.1195 0.0223 0.0116
H -6.15098 2.34742 0.14159 -0.0772 0.0117 -0.0725
C -7.02496 0.63217 3.02337 0.1205 0.1418 -0.0200
H -6.56728 0.50772 4.00220 -0.0137 -0.0504 0.1197
H -7.12026 -0.34483 2.55529 -0.0458 -0.0937 -0.0261
H -8.01808 1.05488 3.15631 -0.0976 0.0110 0.0252
H -6.06206 2.52389 2.64482 0.1088 -0.1358 -0.0590
H -4.31490 -1.63018 -0.66980 0.0007 -0.0079 -0.0016
H -4.08794 -2.77182 0.65341 -0.0486 0.0036 -0.0723
N 2.15706 0.72639 0.37307 -0.2077 -0.1970 0.4738
C 2.23875 0.61162 -0.95754 0.4697 0.3150 -0.4266
O 1.40057 0.09592 -1.67172 -0.2082 -0.1665 -0.2979
H 3.15832 1.05335 -1.37138 -0.0623 -0.0449 0.0111
C 3.24260 1.28359 1.18019 0.3566 0.1079 -0.0089
C 3.96416 2.41040 0.50184 0.2103 0.0885 -0.0011
C 3.45832 3.69726 0.52576 0.3114 -0.2616 -0.0496
N 4.05889 4.73503 -0.03720 -0.2808 0.5338 0.0281
C 5.21426 4.49599 -0.64457 -0.0274 -0.1303 0.0332
N 5.79400 3.31252 -0.74087 0.3232 -0.2208 -0.1517
C 5.18832 2.25516 -0.19099 -0.4010 0.4244 0.1450
N 5.79474 1.06719 -0.38260 0.0105 -0.2642 0.0392
H 6.70775 1.09895 -0.80155 -0.0050 -0.0021 0.0003
H 5.50726 0.22764 0.09428 0.0508 -0.0714 0.0110
C 5.91870 5.65707 -1.26438 0.0334 -0.0313 -0.0336
H 6.77937 5.30925 -1.82655 0.0430 0.0412 -0.0305
H 6.24380 6.34155 -0.48340 0.0256 0.0874 0.0332
H 5.23391 6.19558 -1.91451 -0.0269 0.0754 -0.0366
H 2.52043 3.91266 1.02396 -0.1292 -0.0994 0.0977
H 2.79645 1.65438 2.10632 0.0476 -0.0765 -0.0863
H 3.93889 0.47772 1.43677 -0.1393 0.1264 0.1377
H -0.24113 1.88200 0.89965 0.0498 -0.0090 0.0961
H 0.63619 1.78412 2.42533 0.0608 0.0711 0.1353
H -0.73522 0.71963 2.14381 -0.0968 0.0771 0.0436
```
Positions in Å, forces in eV/Å.

=====

In g/mol, the molecular weight values for the records above are, in order, 773.00 702.90.
In kJ/mol, the relative energy (zero: lowest compared OMol25 entry of this formula, charge and spin) values for the records above are, in order, 104.4 16.4.
In eV, the E_tot values for the records above are, in order, -52974.081 -79810.208.